(1)
69
Properties=species:S:1:pos:R:3:mulliken_charge:R:1 method="wB97M-V/def2-TZVPD" total_energy_ha=-1466.9873 spin_multiplicity=1 charge=0 orbital_gap_ev=3.98 homo_energy_ha=-0.153 lumo_energy_ev=-0.20
H -3.78640 -3.53181 0.35761 0.425
H -2.22494 -0.13763 -1.21635 0.305
H 1.59695 -1.10065 5.03652 0.336
C -2.81682 -5.35008 -0.28870 -0.807
C -2.01647 3.21592 -3.65203 -0.696
H -0.48665 0.02611 -1.56354 0.380
C 2.34091 1.97142 2.55580 -0.624
H 1.93965 0.55520 0.31254 -0.203
H -2.00920 -4.31316 2.10523 0.449
C -2.78082 -3.86832 0.11007 -0.332
H -1.87105 -5.61629 -0.76355 0.270
H -3.63160 -7.40742 2.69405 0.410
H -1.11202 0.42926 0.05256 0.518
H 0.65094 0.38413 4.71719 0.304
N -0.44066 2.79251 -1.19597 0.049
H -3.61193 -5.50003 -1.01786 0.420
H 1.72570 4.43962 -1.04030 0.299
H 0.18195 5.26847 -0.80698 0.427
C 0.09532 3.64814 -2.23356 1.896
C -3.07712 -6.22796 0.84788 -0.476
H -2.45962 -3.27850 -0.74887 0.253
N 1.72955 -3.62651 0.67331 -0.011
H 3.07361 -1.78535 -0.92265 0.514
C 1.64542 -0.05803 4.72342 -1.151
H -2.19310 -2.61186 1.74309 0.325
H 1.54659 -0.93649 -1.24547 0.198
O 1.98188 -0.77447 1.88576 -0.115
H 0.62597 2.13926 -3.74893 0.332
N 0.05184 -2.34848 0.30218 0.315
C -1.89101 -3.57121 1.31975 -1.240
H 3.20893 2.38927 2.05107 0.238
H 2.01443 2.63197 3.35621 0.449
H 0.61841 -5.20762 1.71160 0.469
H -2.89986 1.32305 -3.08305 0.562
H -3.04090 3.59569 -3.63894 0.349
C 1.08303 2.96338 -3.19786 -1.729
H -1.64535 4.88647 -2.32853 0.308
H -1.76242 3.08549 -4.70709 0.378
C 2.16138 -1.39751 -0.47550 -1.249
H -3.02893 3.45874 -0.98474 0.384
Si 2.57064 0.21435 3.12570 0.420
H 4.87805 0.53435 4.00212 0.368
O 0.55182 2.19009 -0.42027 -0.665
C -1.94657 1.84968 -2.96249 -1.323
H 1.12837 5.55633 -2.28033 0.411
C 0.83102 4.79857 -1.54705 -1.917
C -1.07625 4.25283 -3.01474 -1.456
H 1.52222 1.89884 1.82746 -0.053
C 1.36375 -2.47196 0.14860 0.376
H 1.93287 2.56805 -2.64069 0.271
C -3.36537 -6.85595 1.82638 0.059
H -0.69554 4.92300 -3.79039 0.534
H -1.20742 1.23322 -3.48173 0.337
C 4.36145 -0.26130 3.46837 -1.156
C 0.60545 -4.26494 1.19908 -0.669
C -1.32917 0.46478 -1.01816 -1.883
C 2.47811 -0.33828 0.61328 0.341
H -2.54256 2.46052 0.38555 0.370
H 3.55323 -0.18510 0.71080 0.461
H 2.22108 0.47361 5.48551 0.344
C -1.57943 1.90638 -1.47261 1.663
H 4.34056 -1.12185 4.14256 0.309
H 1.46329 3.68003 -3.93268 0.397
C -0.44692 -3.45962 0.97340 0.296
H -3.67889 1.81950 -0.81849 0.362
H 4.91313 -0.56525 2.58050 0.319
C -2.78423 2.44177 -0.67844 -1.939
H -0.48327 -1.53281 0.01769 0.249
H 2.67832 -3.95898 0.69651 0.240

(2)
15
Properties=species:S:1:pos:R:3:mulliken_charge:R:1 method="wB97M-V/def2-TZVPD" total_energy_ha=-250.5914 spin_multiplicity=1 de_lowest_kcal_mol=47.4 smiles="C=C/C(C)=C/N" charge=0 orbital_gap_ev=7.93 homo_energy_ha=-0.258 lumo_energy_ev=0.91
H -0.06833 -1.16286 -1.66770 0.318
C -0.23789 0.32602 -0.00824 0.824
H -0.47774 0.51743 -2.15515 0.407
H -0.97329 -2.04912 2.24636 0.220
H 0.76671 1.73111 1.07273 0.325
N 1.92355 1.29045 -0.66403 -0.404
C 0.79485 1.22101 0.11005 -0.280
H -0.16650 0.07354 2.10718 0.155
C -0.56882 -0.22654 -1.36672 -1.545
C -0.72686 -0.25730 1.22526 -0.364
C -1.31989 -1.45934 1.41496 -0.702
H 2.65333 1.88370 -0.33523 0.210
H 2.04788 0.57730 -1.35312 0.202
H -1.60122 -0.61200 -1.33509 0.377
H -2.04578 -1.85340 0.70874 0.257